No. 1
10
Properties=species:S:1:pos:R:3 method="wB97M-V/def2-TZVPD" total_energy_ev=-13296.6914 charge=0 orbital_gap_ev=7.57
H 0.120 -3.064 -0.193
O 1.178 -1.008 -0.174
C -0.044 -1.126 -0.134
O -0.584 -2.406 -0.219
O -0.945 -0.252 -0.041
Ag -2.785 -1.595 -0.201
H -0.135 1.547 -0.019
C 1.092 2.694 0.404
C 0.001 2.707 -0.154
H 2.102 2.503 0.731

=====

No. 2
11
Properties=species:S:1:pos:R:3 method="wB97M-V/def2-TZVPD" total_energy_ev=-13192.0273 charge=0 spin_multiplicity=4 orbital_gap_ev="6.21 / 5.23"
H 0.360 1.063 -1.124
C -1.374 1.173 0.141
C 0.048 0.831 0.030
O 0.226 -0.619 -0.011
C 1.384 -1.108 0.458
O 1.576 -2.305 0.131
O -2.219 0.635 -0.719
Li 3.053 -1.924 1.223
H -1.760 1.522 1.110
H 0.658 1.229 0.849
Au -1.953 -0.496 -2.086

=====

No. 3
10
Properties=species:S:1:pos:R:3 method="wB97M-V/def2-TZVPD" total_energy_ev=-12945.1945 charge=+3 spin_multiplicity=4 orbital_gap_ev="9.52 / 7.48"
C -1.887 0.865 0.105
C -3.135 0.343 -0.106
O -1.643 2.139 0.123
H -3.268 -0.738 -0.131
H -4.001 1.005 -0.177
H -1.005 2.363 0.828
O 0.655 0.512 0.639
C -0.287 -0.249 0.406
O -0.467 -1.412 0.298
Au 1.044 2.032 1.346

=====

What did the third record say?
10
Properties=species:S:1:pos:R:3 method="wB97M-V/def2-TZVPD" total_energy_ev=-12945.1945 charge=+3 spin_multiplicity=4 orbital_gap_ev="9.52 / 7.48"
C -1.887 0.865 0.105
C -3.135 0.343 -0.106
O -1.643 2.139 0.123
H -3.268 -0.738 -0.131
H -4.001 1.005 -0.177
H -1.005 2.363 0.828
O 0.655 0.512 0.639
C -0.287 -0.249 0.406
O -0.467 -1.412 0.298
Au 1.044 2.032 1.346